ORCA calculation (ωB97M-V with the def2-TZVPD basis set) on an isolated molecule of C3H2O3 in a non-equilibrium geometry.

Computed properties:
- maximum force (Eh/bohr) = 0.077
- frontier orbital gap (spin up / spin down) (eV) = 7.71 / 7.71
- energy relative to the best compared isomer or geometry (same formula, charge and spin) (eV) = 8.1532
- total charge = 0
- lowest unoccupied orbital energy (spin up / spin down) (eV) = -2.132 / -2.132
- total energy (eV) = -9277.37317

Structure (XYZ):
```
8
Properties=species:S:1:pos:R:3:forces:R:3
C 0.321473 -1.005200 -0.090105 -1.6779 -0.9461 0.7639
C 1.034959 0.259103 -0.026087 -0.4849 0.3232 1.9979
C -0.427453 0.215076 -0.171074 -3.8351 0.5515 -0.7916
O 0.319786 -2.167302 0.080838 0.3661 -1.2078 -0.2005
O -1.432409 0.970122 -0.032216 1.1786 0.9645 0.0548
O -2.856279 0.882606 0.042393 2.1132 -1.1945 -0.2457
H 1.318458 0.510789 0.977328 0.7074 0.4405 0.4367
H 1.721462 0.334809 -0.781074 1.6326 1.0687 -2.0154
```
Forces are in eV/Å.

Löwdin atomic charge list, values in e, 6 entries: -0.318, 0.071, -0.098, 0.202, -0.010, -0.095